1.
Computed, not measured: a single C19H20N2O3 molecule, with ωB97M-V/def2-TZVPD.

Cartesian coordinates (Å):
C1 3.119 -1.699 6.269
C2 3.226 -0.375 5.515
O1 3.132 -0.531 4.118
C3 1.913 -0.791 3.547
C4 1.938 -1.079 2.183
C5 0.778 -1.335 1.484
C6 -0.459 -1.317 2.134
N1 -1.650 -1.521 1.462
C7 -1.702 -2.180 0.182
C8 -1.406 -1.259 -0.973
C9 -1.271 0.078 -0.851
C10 -0.988 0.910 -1.979
C11 -0.842 2.292 -1.883
C12 -0.569 3.061 -3.005
O2 -0.450 4.402 -2.797
C13 -0.170 5.235 -3.896
C14 -0.438 2.435 -4.249
C15 -0.578 1.067 -4.359
C16 -0.853 0.291 -3.237
N2 -0.999 -1.070 -3.321
C17 -1.270 -1.917 -2.272
O3 -1.380 -3.116 -2.461
C18 -0.477 -1.028 3.496
C19 0.686 -0.765 4.197
H1 3.248 -1.528 7.334
H2 3.892 -2.381 5.923
H3 2.151 -2.163 6.098
H4 4.217 0.061 5.673
H5 2.477 0.340 5.880
H6 2.893 -1.094 1.682
H7 0.835 -1.544 0.428
H8 -2.444 -1.674 2.063
H9 -1.001 -3.027 0.125
H10 -2.703 -2.595 0.033
H11 -1.370 0.542 0.119
H12 -0.939 2.782 -0.927
H13 -0.961 5.188 -4.651
H14 0.791 4.984 -4.358
H15 -0.120 6.245 -3.492
H16 -0.225 3.009 -5.137
H17 -0.474 0.593 -5.324
H18 -0.900 -1.511 -4.228
H19 -1.423 -1.008 4.020
H20 0.611 -0.542 5.250

As for the lowest unoccupied orbital energy: 0.36 eV. Its frontier orbital gap is 7.704 eV. The value obtained for the energy above the lowest of the compared OMol25 structures with the same formula, charge and spin is 40.5 kcal/mol. As for the SMILES: CCOc1ccc(NCc2cc3cc(OC)ccc3[nH]c2=O)cc1. Its HOMO energy is -7.34 eV. The total charge is 0.

2.
Computed, not measured: a single C10H17NO2Se molecule, with ωB97M-V/def2-TZVPD.

Cartesian coordinates (Å):
O1 0.386 2.560 3.896
C1 0.681 1.605 3.230
O2 0.175 0.393 3.442
C2 1.681 1.634 2.079
C3 2.004 3.084 1.719
Se1 2.392 4.267 3.284
N1 1.094 0.985 0.935
C4 1.174 -0.253 0.718
C5 0.411 -0.883 -0.400
C6 -0.749 -1.667 0.237
C7 -1.629 -2.306 -0.832
C8 -2.165 -1.244 -1.785
C9 -1.010 -0.497 -2.442
C10 -0.126 0.154 -1.384
H1 -0.452 0.416 4.184
H2 2.576 1.111 2.462
H3 2.876 3.123 1.069
H4 1.145 3.511 1.204
H5 3.461 4.980 2.589
H6 1.742 -0.942 1.360
H7 1.064 -1.592 -0.922
H8 -1.346 -0.976 0.836
H9 -0.351 -2.435 0.906
H10 -2.457 -2.831 -0.351
H11 -1.048 -3.040 -1.395
H12 -2.794 -1.710 -2.546
H13 -2.782 -0.535 -1.227
H14 -0.418 -1.196 -3.038
H15 -1.397 0.270 -3.116
H16 0.711 0.671 -1.856
H17 -0.698 0.895 -0.826

As for the lowest unoccupied orbital energy: 0.66 eV. Its frontier orbital gap is 9.088 eV. As for the SMILES: O=C(O)[C@H](C[SeH])/N=C/C1CCCCC1. Its HOMO energy is -8.43 eV. The total charge is 0.

| no. | electronic energy (eV) |
| --- | --- |
| 1 | -29150.561 |
| 2 | -81577.199 |